This record from the Open Molecules 2025 dataset describes C21H31BrGeN5OSeY as an isolated structure. The level of theory is wB97M-V/def2-TZVPD.

Values from the calculation:
net charge	+2
orbital gap	9.3	eV
HOMO level	-14.77	eV
LUMO	-0.20174	Eh
energy above the lowest of the compared OMol25 structures with the same formula, charge and spin	32.2	kJ/mol
multiplicity	1

Geometry as XYZ:
```
62
Properties=species:S:1:pos:R:3:mulliken_charge:R:1
Y 0.2904 -0.1514 0.4192 0.8427
O -5.0405 2.7417 -1.8082 -0.4770
C -3.8834 2.1540 -1.5544 0.8765
C -2.6565 2.5678 -2.0912 -0.6066
C -1.5137 1.8870 -1.7429 -0.5854
N -1.5173 0.8232 -0.9149 -0.0414
C -2.7060 0.4456 -0.4447 0.3618
Br -2.6237 -1.0773 0.7090 -0.1399
C -3.9103 1.0471 -0.6908 -0.4191
H -4.9540 3.4956 -2.4073 0.3319
H -2.5989 3.4117 -2.7624 0.3492
H -0.5475 2.1837 -2.1305 0.4233
H -4.8367 0.7017 -0.2636 0.4883
C 1.9353 -4.0797 4.9262 -1.1648
Ge 2.8723 -2.7217 3.9041 0.4142
C 2.1804 -0.9231 4.2683 -1.0002
C 4.8065 -2.8087 4.1132 -0.8808
C 2.5214 -3.0983 1.9597 -0.9114
Se 0.6368 -2.8477 1.5402 0.0565
C 0.5191 -3.7785 -0.1763 -0.9689
H 2.0324 -3.8744 5.9905 0.3981
H 2.3555 -5.0637 4.7326 0.3628
H 0.8762 -4.0996 4.6839 0.3919
H 1.9936 -0.8066 5.3318 0.4764
H 1.2354 -0.7285 3.7564 0.2441
H 2.8917 -0.1551 3.9837 0.1373
H 5.0693 -2.7571 5.1671 0.3832
H 5.3024 -1.9822 3.6075 0.1200
H 5.1960 -3.7432 3.7174 0.3840
H 2.7325 -4.1444 1.7371 0.5266
H 3.1250 -2.4747 1.2872 0.2498
H 0.6887 -4.8371 0.0088 0.3866
H 1.2612 -3.3910 -0.8729 0.3542
H -0.4894 -3.6442 -0.5678 0.3672
N 3.9549 3.2354 2.7738 -0.4995
C 2.8320 3.1655 3.0138 0.5627
N 1.5407 3.0024 3.2321 -0.6527
C 0.9419 2.0949 2.6358 0.8551
N 0.3460 1.2432 2.0687 -0.6640
C 6.2452 0.7131 -0.0769 -0.8856
N 4.9678 0.5647 0.6725 0.2521
C 5.2052 0.7640 2.1264 -0.7818
C 3.8623 1.4805 0.1757 0.3543
C 3.2237 0.9988 -1.1074 0.3214
C 3.7822 1.3964 -2.3198 -0.3848
C 3.2724 0.9367 -3.5253 -0.8082
C 2.1803 0.0905 -3.5225 -1.0379
C 1.5884 -0.2562 -2.3106 -0.2906
C 2.0738 0.1779 -1.0644 0.1860
H 6.9527 -0.0225 0.3001 0.3551
H 6.6224 1.7182 0.0986 0.3768
H 6.0630 0.5474 -1.1337 0.4097
H 4.6326 -0.3966 0.5210 0.2752
H 5.4246 1.8212 2.3025 0.5318
H 6.0359 0.1348 2.4360 0.3703
H 4.3028 0.4946 2.6604 0.0647
H 4.3119 2.4737 0.0976 0.7106
H 3.1375 1.5065 0.9941 -1.1739
H 4.6113 2.0870 -2.3340 0.5869
H 3.7191 1.2495 -4.4562 0.4416
H 1.7753 -0.2767 -4.4521 0.4466
H 0.6911 -0.8862 -2.3727 0.3468
```

This record from the Open Molecules 2025 dataset describes an isolated molecule of C21H31BrN4O2. The level of theory is wB97M-V/def2-TZVPD.

Values from the calculation:
net charge	0
orbital gap	8.6	eV
HOMO level	-8.26	eV
LUMO	0.01286	Eh
SMILES	CCN1CCC[C@@H]1CN1C[C@H](C(=O)Nc2ccc(Br)cc2NC(C)C)CC1=O
energy above the lowest of the compared OMol25 structures with the same formula, charge and spin	5.5	kJ/mol
multiplicity	1

Geometry as XYZ:
```
59
Properties=species:S:1:pos:R:3:mulliken_charge:R:1
C -2.6713 1.3171 -6.9894 -1.3922
C -1.9329 0.9147 -5.7240 -0.3765
N -2.7450 0.0977 -4.8376 0.0216
C -3.0635 -1.2197 -5.3678 -0.6254
C -3.6150 -1.9472 -4.1542 -0.8105
C -2.7055 -1.4530 -3.0207 -0.5375
C -2.1302 -0.1092 -3.5244 0.3835
C -2.4306 1.0899 -2.6273 -1.4112
N -1.5254 1.2151 -1.5061 0.4024
C -1.3678 0.1941 -0.4882 -1.0637
C -0.1896 0.7135 0.3530 0.9268
C -0.3026 0.2841 1.8043 -0.1080
O -1.2829 0.5471 2.4698 -0.6509
N 0.7816 -0.3931 2.2863 -0.2231
C 0.9204 -0.9339 3.5890 0.2240
C -0.1403 -1.5152 4.2593 -0.5128
C 0.0454 -2.0995 5.5045 -0.7114
C 1.3153 -2.1000 6.0460 -0.4095
Br 1.6075 -2.9102 7.7347 -0.2177
C 2.3907 -1.5127 5.4012 -0.3808
C 2.2032 -0.9004 4.1635 0.7709
N 3.2383 -0.3072 3.4422 -0.2234
C 4.5474 -0.0713 4.0460 0.1395
C 4.5137 1.0079 5.1264 -1.2871
C 5.5237 0.2940 2.9377 -1.5716
C -0.2827 2.2308 0.1802 -0.8462
C -0.9681 2.4122 -1.1620 0.4709
O -1.0306 3.4367 -1.8079 -0.6861
H -2.0597 1.9981 -7.5819 0.4396
H -2.9043 0.4547 -7.6145 0.3298
H -3.6054 1.8204 -6.7381 0.3261
H -1.0016 0.3802 -5.9858 0.3509
H -1.6343 1.8143 -5.1828 0.3386
H -3.7782 -1.1515 -6.1873 0.3943
H -2.1578 -1.7277 -5.7472 0.3156
H -4.6453 -1.6342 -3.9825 0.3214
H -3.6034 -3.0306 -4.2654 0.3683
H -3.2547 -1.3315 -2.0861 0.1983
H -1.9009 -2.1658 -2.8345 0.3905
H -1.0340 -0.1913 -3.6255 0.0826
H -2.3380 2.0175 -3.1893 0.4723
H -3.4678 1.0195 -2.2779 0.1545
H -2.2670 0.1039 0.1312 0.2081
H -1.1506 -0.7780 -0.9314 0.3140
H 0.7426 0.3545 -0.0903 0.3048
H 1.5343 -0.5867 1.6441 0.4372
H -1.1192 -1.5061 3.8041 0.4518
H -0.7815 -2.5513 6.0319 0.4120
H 3.3602 -1.5213 5.8748 0.3488
H 2.9225 0.4914 2.9067 0.4022
H 4.8708 -1.0183 4.4841 0.3540
H 5.4876 1.1029 5.6086 0.3725
H 4.2630 1.9735 4.6800 0.3174
H 3.7720 0.7894 5.8941 0.4157
H 6.5199 0.4657 3.3448 0.4068
H 5.5807 -0.4984 2.1922 0.3807
H 5.2074 1.2148 2.4396 0.3712
H -0.9335 2.6608 0.9455 0.3437
H 0.6730 2.7491 0.2042 0.3824
```

This record from the Open Molecules 2025 dataset describes an isolated molecule of C21H31BrN4O2. The level of theory is wB97M-V/def2-TZVPD.

Values from the calculation:
net charge	0
orbital gap	8.7	eV
HOMO level	-8.25	eV
LUMO	0.01503	Eh
SMILES	CCN1CCC[C@@H]1CN1C[C@H](C(=O)Nc2ccc(Br)cc2NC(C)C)CC1=O
energy above the lowest of the compared OMol25 structures with the same formula, charge and spin	0.3	kJ/mol
multiplicity	1

Geometry as XYZ:
```
59
Properties=species:S:1:pos:R:3:mulliken_charge:R:1
C -3.6231 3.7390 -5.4474 -1.3647
C -2.8529 3.4358 -4.1734 -0.4079
N -1.4414 3.2075 -4.4165 0.0935
C -0.7097 4.3622 -4.9237 -0.7317
C 0.7396 3.9891 -4.6623 -0.7530
C 0.6628 3.3586 -3.2703 -0.6191
C -0.7203 2.6843 -3.2484 0.3377
C -0.6499 1.1614 -3.3513 -1.4422
N -0.1358 0.5334 -2.1531 0.4476
C -0.9603 0.3062 -0.9804 -1.0020
C -0.1367 -0.6826 -0.1424 0.8474
C -0.2937 -0.4531 1.3504 -0.1907
O -0.3339 0.6612 1.8289 -0.6426
N -0.3263 -1.5978 2.0961 -0.2058
C -0.4370 -1.6663 3.5087 0.2086
C -1.2914 -0.8389 4.2135 -0.4410
C -1.4277 -0.9685 5.5882 -0.7134
C -0.7031 -1.9551 6.2274 -0.3988
Br -0.8831 -2.1745 8.1019 -0.2160
C 0.1676 -2.7884 5.5467 -0.3932
C 0.3286 -2.6421 4.1696 0.7645
N 1.1678 -3.4555 3.4119 -0.2063
C 2.1518 -4.3322 4.0425 0.1472
C 3.2801 -3.5598 4.7228 -1.2848
C 2.6956 -5.2761 2.9806 -1.5604
C 1.3047 -0.4297 -0.6057 -0.8938
C 1.1526 0.1283 -2.0116 0.5686
O 2.0292 0.2182 -2.8476 -0.6750
H -4.6891 3.8273 -5.2355 0.4330
H -3.2974 4.6768 -5.8983 0.3176
H -3.4773 2.9416 -6.1771 0.3311
H -2.9942 4.2577 -3.4479 0.3727
H -3.2649 2.5354 -3.7103 0.3124
H -0.9267 4.5296 -5.9790 0.4120
H -0.9749 5.2823 -4.3725 0.3478
H 1.0695 3.2555 -5.4000 0.2976
H 1.4137 4.8435 -4.7067 0.3984
H 1.4680 2.6507 -3.0788 0.2371
H 0.7100 4.1384 -2.5082 0.3336
H -1.2503 2.9486 -2.3206 0.2207
H -1.6451 0.7589 -3.5610 0.2665
H 0.0062 0.8880 -4.1780 0.2248
H -1.1298 1.2262 -0.4158 0.3066
H -1.9281 -0.1088 -1.2713 0.2657
H -0.4245 -1.7032 -0.4055 0.3815
H -0.3274 -2.4779 1.6043 0.4220
H -1.8504 -0.0842 3.6804 0.4382
H -2.0911 -0.3214 6.1425 0.4119
H 0.7253 -3.5322 6.0946 0.3459
H 1.5520 -2.9681 2.6127 0.3668
H 1.6175 -4.9298 4.7847 0.3446
H 3.9553 -4.2401 5.2437 0.3769
H 3.8617 -3.0147 3.9752 0.3052
H 2.8988 -2.8381 5.4447 0.4152
H 3.4234 -5.9623 3.4131 0.4073
H 1.8923 -5.8561 2.5275 0.3803
H 3.2017 -4.7122 2.1919 0.3663
H 1.7836 0.3384 0.0065 0.3491
H 1.9377 -1.3143 -0.6105 0.3384
```

This record from the Open Molecules 2025 dataset describes C21H31F5FeOP2 as an isolated structure at a distorted geometry. The level of theory is wB97M-V/def2-TZVPD.

Values from the calculation:
net charge	0
orbital gap (spin up / spin down)	5.2 / 5.0	eV
HOMO level (spin up / spin down)	-5.70 / -5.70	eV
LUMO (spin up / spin down)	-0.02019 / -0.02649	Eh
energy above the lowest of the compared OMol25 structures with the same formula, charge and spin	208.9	kJ/mol
multiplicity	5

Geometry as XYZ:
```
61
Properties=species:S:1:pos:R:3:lowdin_spin:R:1
P 0.2242 -2.0581 -2.2186 0.0380
P -0.0831 1.6636 -1.3493 0.0494
C 0.6538 -0.4700 -3.6052 0.0813
C 0.6496 0.9845 -3.1271 0.0295
H -0.1477 -0.7146 -4.3613 0.0346
H 1.6335 -0.9076 -3.8044 0.0135
H 1.6893 1.1942 -2.9004 0.0076
H 0.2883 1.7548 -3.8159 -0.0005
C -1.6474 2.5612 -1.7738 0.0640
H -2.0233 3.0342 -0.8519 0.0056
H -2.4464 1.8652 -2.0902 0.0512
H -1.5127 3.3289 -2.5535 0.0006
C 1.0457 3.1513 -1.3228 0.0104
H 0.6622 3.9914 -1.9260 0.0009
H 2.0337 2.8810 -1.7100 0.0005
H 1.1941 3.4552 -0.2746 0.0007
C -0.7821 -3.4986 -2.7086 0.0163
H -0.7239 -4.2594 -1.9002 -0.0009
H -0.4168 -3.9220 -3.6608 0.0011
H -1.8403 -3.2453 -2.8681 0.0214
C 1.9138 -2.7087 -2.2782 0.0161
H 2.6732 -1.9190 -2.1908 0.0014
H 2.0709 -3.2219 -3.2388 0.0007
H 2.0415 -3.4301 -1.4447 0.0025
Fe -1.1000 -0.0940 -2.8578 3.4295
C 0.3817 1.4582 -6.1162 0.0042
C -0.9201 1.4304 -5.8576 0.0112
C -1.9088 0.8513 -6.8540 0.0048
C -1.5504 -0.5593 -7.3909 0.0010
C -0.8360 -1.4196 -6.4051 0.0089
C 0.5138 -1.4636 -6.2661 0.0020
C 1.4603 -0.6736 -7.1127 0.0009
C 1.0717 0.8109 -7.3169 0.0006
C -0.0414 -1.4711 -0.5745 0.0360
H 1.1020 2.1175 -5.5667 0.0005
H -1.3923 2.0742 -5.0632 0.0058
H -2.0865 1.5746 -7.6856 0.0001
H -2.8832 0.7400 -6.3634 0.0039
H -2.5092 -1.0222 -7.6490 0.0002
H -1.0189 -0.4476 -8.3407 0.0001
H -1.3875 -2.2416 -5.9589 0.0037
H 0.9472 -2.2692 -5.6695 0.0006
H 1.7048 -1.1070 -8.0997 0.0001
H 2.4363 -0.6319 -6.6260 0.0004
H 2.0147 1.3715 -7.4884 0.0001
H 0.4397 0.9144 -8.2213 0.0002
H 0.7017 -0.7424 -0.2244 0.0016
H 0.0078 -2.3592 0.0692 -0.0001
H -1.0622 -0.9832 -0.5521 0.0359
F 0.6753 1.8091 6.4164 0.0000
C 0.3031 1.9215 5.1332 0.0001
C 1.0760 2.6784 4.2419 0.0000
F 2.2517 3.2115 4.6513 0.0000
C 0.6436 2.8495 2.9563 0.0001
F 1.4068 3.4790 2.0261 0.0001
C -0.6506 2.3849 2.5180 0.0001
O -1.1527 2.7465 1.4356 0.0015
C -1.3245 1.4852 3.4189 0.0001
F -2.4093 0.8499 2.9402 0.0001
C -0.8761 1.2767 4.7095 0.0000
F -1.5411 0.4492 5.5347 0.0000
```

> What is the multiplicity in the second record?

1

> net charge of number 1 (C21H31BrGeN5OSeY)?

+2

> What is the formula in the second record?

C21H31BrN4O2